Computed, not measured: a molecular structure, C33H39BFN11O3RuS in a non-equilibrium geometry, with ωB97M-V with the def2-TZVPD basis set.

ORCA input file:
```
! RIJCOSX wB97M-V def2-TZVPD def2/J DEFGRID3
* xyz 1 2
Ru 2.92063 0.80143 0.97551
C 3.33009 2.40896 6.63431
C 4.45665 2.99912 5.79506
N 4.86538 2.12580 4.70137
C 4.10783 1.91621 3.60650
S 4.64703 0.68238 2.51582
N 3.05121 2.66595 3.44329
N 2.42772 2.45454 2.25504
C 1.24485 2.95506 2.15119
C 0.51372 3.51528 3.32468
C 0.67272 2.86914 0.79150
C -0.58262 3.35031 0.44217
C -1.01074 3.21664 -0.86875
C -0.18475 2.60670 -1.79777
C 1.05754 2.16751 -1.37210
N 1.47620 2.30095 -0.11783
H 3.04061 3.10842 7.42001
H 3.64391 1.47557 7.10390
H 2.46384 2.20502 6.00612
H 5.34044 3.17596 6.40681
H 4.14131 3.94739 5.36223
H 5.59096 1.45113 4.87383
H 0.25388 2.67994 3.97962
H -0.39635 4.03553 3.03795
H 1.15956 4.19010 3.88333
H -1.21257 3.82161 1.18092
H -1.97957 3.59972 -1.16376
H -0.48419 2.48246 -2.82928
H 1.75618 1.69545 -2.05300
B 5.00406 -0.07209 -1.89835
N 4.36105 -1.13570 -0.94981
C 4.49983 -2.45015 -1.14518
C 3.89415 -3.13145 -0.10339
C 3.38854 -2.12863 0.71257
N 3.67666 -0.93291 0.18670
N 4.89907 1.37754 -1.31372
C 5.56119 2.40248 -1.86424
C 5.33130 3.54409 -1.12041
C 4.49098 3.11937 -0.09916
N 4.23821 1.81477 -0.22939
H 6.17775 -0.33516 -1.99508
H 4.43072 -0.10232 -2.96941
H 5.01947 -2.81600 -2.01536
H 3.83157 -4.19571 0.04080
H 2.84123 -2.18675 1.63819
H 6.15081 2.25179 -2.75311
H 5.71982 4.53272 -1.29005
H 4.07311 3.67433 0.72352
F -1.64357 -1.34469 -4.42917
C -1.94467 -1.32894 -3.10821
C -0.97533 -0.94621 -2.22599
C -1.21619 -0.96950 -0.85607
C -0.12760 -0.58764 0.07453
O 0.97714 -0.29729 -0.37282
C -0.50861 -0.56193 1.46518
C -1.74754 -0.96878 1.82505
N -2.70042 -1.43831 0.96929
C -3.87771 -2.07058 1.52025
C -4.16886 -3.49536 1.14649
C -3.67629 -3.16406 2.52115
C -2.46999 -1.38025 -0.39459
C -3.47207 -1.70049 -1.31852
C -3.22725 -1.69849 -2.67975
N -4.29031 -2.04584 -3.56123
C -5.00025 -3.29545 -3.31119
C -6.49291 -3.05924 -3.60769
N -6.57644 -1.85755 -4.50248
C -5.57991 -1.98119 -5.61528
C -4.17374 -1.81454 -4.99780
C 0.41692 -0.10533 2.57894
O -0.09555 0.23205 3.63860
O 1.66736 -0.17889 2.32635
H 0.00624 -0.65555 -2.58004
H -2.02150 -0.93949 2.87210
H -4.71365 -1.39730 1.67221
H -3.48126 -3.98414 0.46891
H -5.20466 -3.78452 1.02506
H -2.65866 -3.43518 2.76709
H -4.36711 -3.23168 3.34908
H -4.46609 -1.92776 -0.95847
H -4.86813 -3.60940 -2.28121
H -4.61146 -4.09553 -3.95299
H -7.06947 -2.84887 -2.70928
H -6.93982 -3.90568 -4.12442
H -6.28432 -1.05493 -3.93806
H -7.52406 -1.70834 -4.84415
H -5.78079 -1.22103 -6.36527
H -5.71737 -2.96040 -6.06810
H -3.80556 -0.80711 -5.16978
H -3.48948 -2.50912 -5.49150
*
```

Output
**Expectation value of S²**: 0.757
**E_HOMO (alpha / beta)**: -9.17 / -9.23 eV
**Energy above the lowest of the compared OMol25 structures with the same formula, charge and spin**: 0.0 kcal per mole
**Lowest unoccupied orbital energy (alpha / beta)**: -3.30 / -3.30 eV

These are the Löwdin partial charges, in e, on atoms 1 to 2: atom 1 (Ru): 1.17, atom 2 (C): -0.08

Computed, not measured: 9 unconnected molecules or ions with the total composition C37H72O11 in a non-equilibrium geometry, with ωB97M-V with the def2-TZVPD basis set.

ORCA input file:
```
! RIJCOSX wB97M-V def2-TZVPD def2/J DEFGRID3
* xyz 0 1
C -0.25994 2.00219 1.12412
C -0.23045 1.52530 -0.21584
C 1.17031 1.62858 -1.00950
O 1.78833 2.90769 -0.71444
C 2.02548 3.64112 -1.91498
O 1.05967 3.89591 -2.64140
O 3.36405 3.95520 -2.16807
C 3.53172 5.31356 -2.64388
H 0.60890 1.81357 1.82676
H -1.13124 2.62936 1.48160
H -1.17480 1.08999 -0.65986
H 0.98733 1.43314 -2.11078
H 1.78319 0.73342 -0.62729
H 2.56773 5.86459 -2.86754
H 4.16818 5.96671 -1.95274
H 4.12748 5.24036 -3.62374
C -3.92462 -0.43793 3.88219
C -4.22276 -1.23275 2.63040
C -3.23437 -0.64610 1.64136
O -2.09041 -0.22748 2.39726
C -2.42106 -0.26261 3.79169
H -4.24141 -0.93140 4.80242
H -4.41897 0.53765 3.82921
H -3.99786 -2.29040 2.80025
H -5.25825 -1.15377 2.29586
H -3.64777 0.23689 1.14154
H -2.92685 -1.36567 0.87866
H -1.89499 -1.11333 4.23958
H -2.07495 0.65436 4.27442
C -0.69738 6.60351 -3.42933
C -1.73832 7.70260 -3.40386
C -2.78901 7.16408 -4.35675
O -2.73759 5.73499 -4.26500
C -1.55601 5.36018 -3.54039
H -0.04640 6.59414 -2.55399
H -0.07036 6.70621 -4.32133
H -2.15842 7.79235 -2.39667
H -1.35378 8.68012 -3.70142
H -2.56638 7.44234 -5.39298
H -3.79549 7.51161 -4.11171
H -1.86784 5.00444 -2.55261
H -1.04941 4.54534 -4.05933
C 0.65256 6.06558 3.79281
C 0.70162 5.11684 4.97072
C -0.41669 4.14705 4.64071
O -0.49676 4.07706 3.21108
C 0.29824 5.13193 2.65157
H 1.58476 6.60745 3.62564
H -0.14792 6.79817 3.93914
H 1.66141 4.59034 4.98308
H 0.56921 5.60712 5.93655
H -1.38071 4.50985 5.01347
H -0.23964 3.14854 5.04743
H 1.19552 4.67996 2.21506
H -0.26082 5.63169 1.85773
C 2.33693 10.47224 -5.54125
C 1.53937 9.84724 -6.66489
C 2.01326 8.40747 -6.62447
O 2.35085 8.11938 -5.26044
C 2.37897 9.34930 -4.52333
H 1.89599 11.38873 -5.14611
H 3.34999 10.70126 -5.88751
H 0.47054 9.89556 -6.43255
H 1.69925 10.32128 -7.63448
H 2.91538 8.26858 -7.22978
H 1.25104 7.70531 -6.96959
H 1.49742 9.37048 -3.87275
H 3.27401 9.38223 -3.89813
C 4.32809 -1.98168 1.89346
C 2.95433 -2.46892 2.30162
C 2.05057 -1.42394 1.67622
O 2.71569 -0.95552 0.49404
C 4.06768 -1.43313 0.50382
H 5.09276 -2.75998 1.90723
H 4.64882 -1.17456 2.56006
H 2.75981 -3.44847 1.85268
H 2.82108 -2.55606 3.38111
H 1.91059 -0.56755 2.34417
H 1.06874 -1.82227 1.41147
H 4.15127 -2.21878 -0.25505
H 4.74667 -0.61977 0.23903
C -5.28300 -6.81964 2.88450
C -4.63380 -6.13493 1.70274
C -5.36963 -4.80986 1.66193
O -5.73705 -4.49675 3.01423
C -5.52226 -5.65809 3.82860
H -4.67141 -7.60818 3.32604
H -6.23956 -7.25767 2.58062
H -3.57306 -5.96659 1.90879
H -4.71500 -6.69617 0.77063
H -6.29068 -4.88329 1.07335
H -4.75698 -4.00359 1.25142
H -4.64375 -5.46952 4.45563
H -6.38627 -5.81580 4.47788
C 0.87909 -6.09056 1.61633
C 0.88243 -7.55838 1.98268
C -0.56600 -7.79154 2.36713
O -1.35360 -6.88430 1.58431
C -0.47840 -5.93360 0.95975
H 1.70371 -5.79829 0.96420
H 0.92805 -5.48086 2.52490
H 1.13687 -8.15840 1.10404
H 1.58121 -7.81040 2.78230
H -0.73922 -7.56066 3.42394
H -0.89083 -8.81730 2.17724
H -0.43229 -6.17178 -0.10817
H -0.88692 -4.92692 1.07484
C 2.58617 -10.97066 -1.47531
C 3.23432 -10.27927 -2.65570
C 2.49376 -8.95595 -2.69117
O 2.12650 -8.65075 -1.33883
C 2.34352 -9.81242 -0.52764
H 3.19955 -11.75889 -1.03615
H 1.63118 -11.41014 -1.78088
H 4.29556 -10.10814 -2.44840
H 3.15510 -10.83700 -3.59005
H 1.57357 -9.03059 -3.28024
H 3.10234 -8.14532 -3.09784
H 3.22138 -9.62315 0.10010
H 1.48018 -9.97468 0.12078
*
```

Output
**E_HOMO**: -7.74 eV
**Lowest unoccupied orbital energy**: 0.69 eV
**SMILES**: C=CCOC(=O)OC.C1CCOC1.C1CCOC1.C1CCOC1.C1CCOC1.C1CCOC1.C1CCOC1.C1CCOC1.C1CCOC1

These are the Löwdin partial charges, in e, on atoms 1 to 2: atom 1 (C): -0.01, atom 2 (C): -0.09

Computed, not measured: 3 unconnected molecules or ions with the total composition CH5N3S in a non-equilibrium geometry, with ωB97M-V with the def2-TZVPD basis set.

ORCA input file:
```
! RIJCOSX wB97M-V def2-TZVPD def2/J DEFGRID3
* xyz 0 1
C 0.41782 0.39052 -0.00279
H -2.72214 0.14346 0.98694
H -1.22512 -1.29634 -0.17665
H -0.89623 1.67430 -0.36568
H 1.03382 2.43110 -0.34767
H 2.33522 1.13305 -0.03976
N -2.00954 -0.04860 -0.26598
N -0.85212 0.73124 0.22536
N 1.22378 1.28688 0.01135
S 0.65204 -1.26346 0.01028
*
```

Output
**E_HOMO**: -8.30 eV
**Energy above the lowest of the compared OMol25 structures with the same formula, charge and spin**: 132.4 kcal per mole
**Lowest unoccupied orbital energy**: 0.06 eV

These are the Löwdin partial charges, in e, on atoms 1 to 2: atom 1 (C): -1.11, atom 2 (H): 0.18

Computed, not measured: a molecular structure, C18H43F6NO6PmS2Si2 in a non-equilibrium geometry, with ωB97M-V with the def2-TZVPD basis set.

ORCA input file:
```
! RIJCOSX wB97M-V def2-TZVPD def2/J DEFGRID3
* xyz 1 5
O 0.18788 2.58462 -1.06469
O -3.75349 0.01676 -2.96743
C -0.84194 3.25902 -0.24371
C -0.36895 4.63857 0.20627
H -1.12971 2.59226 0.61702
H -1.77145 3.44070 -0.85517
H 0.40864 4.58993 0.95697
H -1.18716 5.17089 0.69049
H -0.07314 5.25092 -0.64599
C -0.26489 2.00116 -2.32033
C -1.38039 2.78773 -3.01042
H -0.58906 0.94220 -2.14291
H 0.64789 1.92394 -2.96867
H -2.33102 2.33312 -2.67678
H -1.25277 2.64210 -4.09714
H -1.32591 3.85962 -2.74002
C -2.88921 -1.10558 -3.06911
C -4.69890 -0.11385 -1.90200
C -2.15584 -1.07334 -4.39953
H -3.46350 -2.04878 -2.97496
H -2.15893 -1.08586 -2.23810
H -2.87107 -0.98489 -5.22356
H -1.57864 -1.99204 -4.53488
H -1.46752 -0.22272 -4.47836
C -5.95568 0.66788 -2.23138
H -4.25407 0.27225 -0.95520
H -4.95226 -1.18476 -1.72183
H -5.74316 1.70123 -2.50780
H -6.61905 0.67581 -1.36968
H -6.47481 0.19384 -3.06495
H -1.97870 1.09821 2.23997
Pm 2.66804 -0.95734 0.72957
C -1.41930 0.19451 1.95401
Si -2.31346 -1.34381 2.63257
H -0.38711 0.15937 2.38050
H -1.29975 0.23953 0.84206
C -3.89216 -0.30138 2.62150
C -1.55850 -1.39439 4.37514
C -2.23252 -2.94422 1.65013
C 2.63721 1.44776 0.13401
Si 3.48325 0.94419 -1.43253
H 3.21682 2.14906 0.76311
H 1.63791 1.88949 -0.05113
C 3.37303 2.20122 -2.80097
C 2.72720 -0.72523 -2.01140
C 5.29561 0.56225 -1.07511
H -2.40528 -2.74010 0.58670
H -2.99594 -3.68936 1.93690
H -1.26130 -3.45312 1.72464
H -3.60978 0.66598 3.07100
H -4.76532 -0.64786 3.17830
H -4.15896 -0.08394 1.57484
H -0.87988 -0.53056 4.44121
H -0.96073 -2.29929 4.55478
H -2.33663 -1.25432 5.14603
H 3.06110 -0.79103 -3.05674
H 1.62211 -0.74261 -1.99473
H 3.12476 -1.66964 -1.57051
H 5.83749 0.59416 -2.03089
H 5.50532 -0.41603 -0.61787
H 5.71361 1.34450 -0.42718
H 4.20055 2.07041 -3.51277
H 3.44968 3.20103 -2.34949
H 2.43700 2.13228 -3.36996
F 5.61280 0.55123 2.58459
C 4.72024 -0.26239 3.20676
F 4.91107 -0.26543 4.52511
F 3.44961 0.30252 2.97062
S 4.72941 -1.99570 2.46889
O 4.79917 -1.77954 0.97612
O 5.63911 -2.96519 2.99321
N 3.14532 -2.23468 2.74607
S 2.31168 -3.50719 2.19638
O 1.29239 -2.75343 1.39821
O 3.03785 -4.55062 1.52833
C 1.45152 -4.17127 3.73757
F 2.26551 -4.95529 4.46589
F 1.03828 -3.15598 4.52617
F 0.36875 -4.89949 3.37426
*
```

Output
**Expectation value of S²**: 6.025
**E_HOMO (alpha / beta)**: -11.22 / -11.24 eV
**Lowest unoccupied orbital energy (alpha / beta)**: -4.19 / -3.41 eV

These are the Löwdin partial charges, in e, on atoms 1 to 2: atom 1 (O): -0.24, atom 2 (O): -0.17